This record from the Open Molecules 2025 dataset describes a cluster of 2 separate species, C6H18N3 in total at a distorted geometry. The level of theory is ωB97M-V/def2-TZVPD.

Positions of all 27 atoms, in Å:
C1 0.93613 -1.78381 -0.35220
C2 -0.42608 -0.15442 -1.75233
C3 2.05538 0.15895 -1.36951
C4 1.63913 0.86173 1.60548
C5 0.71263 -0.26302 -0.66574
C6 0.53406 0.50343 0.58901
N1 -3.08027 -0.13640 0.27811
N2 -0.65564 0.76215 0.95600
N3 -1.17108 1.42625 1.97223
H1 0.75870 -2.30457 -1.29221
H2 0.23120 -2.34568 0.33511
H3 1.89357 -1.85733 -0.06636
H4 -1.40296 0.04888 -1.59419
H5 -0.43684 -1.13778 -2.29330
H6 -0.10586 0.59096 -2.56100
H7 1.96641 1.22814 -1.55939
H8 2.99576 -0.08767 -0.88660
H9 2.12451 -0.35840 -2.32596
H10 2.09548 -0.11823 1.84468
H11 1.22072 1.58219 2.42465
H12 2.55047 1.24250 1.13577
H13 -3.17779 -1.17928 0.24584
H14 -2.96241 0.17974 -0.67976
H15 -1.48987 0.33435 0.48017
H16 -3.98051 0.11655 0.66416
H17 -2.17360 1.24764 1.95920
H18 -0.65125 1.44312 2.90815

Atoms 1-3, force components in eV/Å:
-4.3 -0.1 -0.6
4.2 -0.5 -2.6
-1.1 0.3 -0.3

Charge ... +1
Multiplicity ... 1
Relative energy (zero: lowest compared OMol25 entry of this formula, charge and spin) ... 3.120 eV
E_LUMO ... -0.10108 Ha
Energy ... -10976.14619 eV
Frontier orbital gap ... 10.7 eV


This record from the Open Molecules 2025 dataset describes a cluster of 5 separate species, C19H52N4O6 in total at a distorted geometry. The level of theory is ωB97M-V/def2-TZVPD.

Positions of all 81 atoms, in Å:
C1 7.30109 9.77951 1.53535
O1 6.33603 10.68856 0.95082
H1 8.25022 10.30235 1.65326
H2 6.84481 9.43081 2.46179
H3 7.43646 8.83189 1.01401
H4 6.36714 11.49374 1.47265
C2 4.74108 16.60828 0.90496
O2 5.81517 16.01631 0.25610
C3 6.04476 16.61733 -0.94855
C4 6.85508 15.56167 -1.76403
N1 8.18504 15.19152 -1.21168
C5 8.73309 14.13201 -2.02810
C6 9.54878 13.18724 -1.20743
O3 8.77357 12.58333 -0.22744
C7 9.42709 11.45621 0.39437
H5 4.63921 17.66072 0.64022
H6 4.90746 16.46377 1.97245
H7 3.87359 15.97553 0.71739
H8 6.64813 17.49749 -0.72637
H9 5.11285 16.97515 -1.38627
H10 6.87251 15.90572 -2.79817
H11 6.26846 14.64389 -1.80439
H12 7.88257 14.70054 -0.38249
H13 9.36063 14.57042 -2.80405
H14 7.99404 13.49853 -2.51862
H15 10.49470 13.63290 -0.89969
H16 9.86639 12.39133 -1.88104
H17 10.27666 11.85300 0.95013
H18 9.95584 10.73376 -0.22740
H19 8.69168 10.89747 0.97323
C8 3.78404 12.35498 1.48759
C9 4.89143 13.26917 1.95511
C10 5.08137 13.06669 3.48010
O4 5.97528 14.08797 3.81702
C11 6.35116 14.17804 5.19503
N2 6.07087 12.87739 1.24072
H20 3.68475 11.33445 1.85739
H21 3.66330 12.34134 0.40438
H22 2.86478 12.84249 1.81224
H23 4.66597 14.30383 1.69673
H24 5.38216 12.03836 3.68050
H25 4.12413 13.33942 3.92439
H26 5.53598 14.45814 5.86221
H27 7.14469 14.92142 5.27105
H28 6.74919 13.21633 5.51874
H29 6.06129 13.33866 0.34224
H30 6.76638 13.38704 1.76664
C12 3.63160 11.38220 6.91432
C13 3.22698 10.80928 5.49772
C14 4.49833 10.27404 4.67442
O5 4.08184 10.13168 3.31927
C15 5.09080 9.66202 2.37641
N3 2.33496 9.72609 5.80933
H31 4.25377 10.69042 7.48216
H32 2.79022 11.72406 7.51709
H33 4.28265 12.23772 6.73453
H34 2.72697 11.48846 4.80720
H35 4.83153 9.34586 5.13868
H36 5.33712 10.96653 4.74502
H37 4.72769 9.50991 1.35999
H38 5.41463 8.71574 2.80977
H39 5.93818 10.33849 2.26485
H40 2.26219 9.64251 6.81324
H41 2.79032 8.91456 5.41669
C16 8.50507 11.63810 3.35776
C17 9.66318 10.68865 3.56821
C18 9.45012 9.11268 3.58949
O6 8.66688 8.54325 4.57187
C19 8.85061 8.87034 5.96022
N4 10.78471 11.03743 2.64130
H42 8.64832 12.60685 3.83639
H43 7.67431 11.21066 3.91924
H44 8.19332 11.79307 2.32485
H45 10.13652 10.91796 4.52292
H46 10.39172 8.56388 3.60671
H47 9.01291 8.82048 2.63473
H48 8.34350 8.18239 6.63674
H49 8.38493 9.84671 6.09416
H50 9.88430 8.89685 6.30500
H51 11.55791 10.41502 2.82800
H52 11.13037 11.92097 2.98766

Atoms 1-3, force components in eV/Å:
0.4 -0.9 -1.2
5.1 -3.7 -4.5
-1.8 -2.6 1.5

Charge ... 0
Multiplicity ... 1
Relative energy (zero: lowest compared OMol25 entry of this formula, charge and spin) ... 7.773 eV
E_LUMO ... 0.01838 Ha
Energy ... -38779.10384 eV
Frontier orbital gap ... 8.8 eV


This record from the Open Molecules 2025 dataset describes a cluster of 2 separate species, C2HNO2S in total at a distorted geometry. The level of theory is ωB97M-V/def2-TZVPD.

Positions of all 7 atoms, in Å:
C1 0.96219 -0.81969 0.28830
C2 -0.67879 1.19032 0.07282
N1 0.61796 0.29283 0.23614
O1 -0.42314 2.12993 -0.69708
O2 -1.61349 0.93934 0.80391
S1 2.05022 -1.97250 0.65306
H1 -0.91496 -1.76023 -1.35715

Atoms 1-3, force components in eV/Å:
1.1 -0.6 0.1
1.0 1.6 -0.6
-2.2 1.5 0.1

Charge ... -2
Multiplicity ... 1
Relative energy (zero: lowest compared OMol25 entry of this formula, charge and spin) ... 3.097 eV
E_LUMO ... 0.20881 Ha
Energy ... -18507.10428 eV
Frontier orbital gap ... 3.6 eV


This record from the Open Molecules 2025 dataset describes a structure of composition C15H25AlClINO2P at a distorted geometry. The level of theory is ωB97M-V/def2-TZVPD.

Positions of all 47 atoms, in Å:
C1 -2.00679 0.60486 -4.09326
C2 -1.62309 -0.63858 -3.43885
H1 -2.94621 0.53001 -4.63750
H2 -1.21534 0.97336 -4.79826
H3 -2.13853 1.38027 -3.31367
O1 -1.63996 -1.79838 -3.78410
I1 -0.89608 3.94970 -0.98492
Al1 -0.34306 1.57462 -0.81172
P1 1.39284 -0.47601 -2.59774
C3 1.24282 -2.16383 -1.90882
C4 1.27837 -0.63470 -4.42399
H4 3.55899 0.58795 -3.06390
H5 3.59863 -1.19061 -3.35059
H6 3.68330 -0.53862 -1.65881
C5 3.24931 -0.39343 -2.66280
H7 1.21848 0.39652 -4.80352
H8 2.18369 -1.10700 -4.81208
H9 1.83845 -2.87199 -2.48235
H10 0.21011 -2.50083 -1.89570
H11 0.40162 -1.20414 -4.74339
H12 1.59109 -2.12616 -0.87722
C6 -1.27518 -0.19875 -1.75075
O2 -1.60095 -1.12026 -1.06010
Cl1 1.81975 1.62883 -0.30142
C7 -0.02244 -1.46493 3.47397
N1 0.79862 -0.26037 3.63341
C8 2.16185 -0.58894 4.08748
C9 0.71309 0.64333 2.42057
C10 -0.71124 1.09803 2.23973
C11 -1.50033 1.41154 3.39626
C12 -2.89411 1.57135 3.27793
C13 -3.47707 1.60022 2.02210
C14 -2.70132 1.26785 0.88345
C15 -1.31544 1.15121 0.97663
H13 0.40907 -2.10294 2.70398
H14 -1.03599 -1.20126 3.20988
H15 -0.02499 -1.98721 4.43259
H16 0.37794 0.30451 4.37721
H17 2.67978 -1.18904 3.33280
H18 2.72060 0.33843 4.26827
H19 2.05739 -1.15055 5.01747
H20 1.33375 1.51903 2.60852
H21 1.13032 0.08473 1.56846
H22 -1.04082 1.54366 4.39055
H23 -3.52292 1.71868 4.17324
H24 -4.51341 1.88963 1.83182
H25 -3.20456 1.14020 -0.07081

Atoms 1-3, force components in eV/Å:
0.2 1.9 -0.4
-1.0 -3.4 -1.4
0.0 -0.4 -0.2

Charge ... +2
Multiplicity ... 1
Relative energy (zero: lowest compared OMol25 entry of this formula, charge and spin) ... 3.897 eV
E_LUMO (alpha / beta) ... -0.38555 / -0.34610 Ha
Energy ... -58037.82958 eV
Frontier orbital gap (alpha / beta) ... 3.9 / 5.0 eV


Q: Which value of multiplicity does entry 2 give?
A: 1